No. 1
C26H27B2F4N6O6SeY as an isolated structure. Source: the OMol25 dataset; level of theory: ωB97M-V/def2-TZVPD.

Results
* relative energy (zero: lowest compared OMol25 entry of this formula, charge and spin): 22.5 kcal/mol
* total charge: 0
* strongest force on any atom: 0.04545 hartree/bohr
* energy: -127247.698 eV
* HOMO-LUMO gap: 0.2639 Ha
* molar mass: 785.02 Da
* 2S+1: 1

CARTESIAN COORDINATES (ANGSTROEM)
Y (-0.43, 0.02, -0.03)
Se (-1.79, -2.49, -1.38)
F (-2.16, 0.29, 3.89)
F (-1.90, 4.02, 0.15)
F (-0.75, -1.42, 4.63)
F (-2.02, 4.05, -2.19)
O (-0.29, 2.91, -1.17)
O (-0.05, -2.46, -0.59)
O (-1.52, -1.49, 2.46)
O (-2.74, 2.18, -1.08)
O (1.30, -0.97, 1.02)
O (0.12, 0.24, 3.31)
N (-0.67, 0.31, -2.66)
N (0.02, 1.02, 2.22)
N (-2.01, -0.77, 1.40)
N (0.12, 2.22, -0.05)
N (1.83, 0.31, -1.50)
N (-2.51, 1.21, -0.16)
C (0.37, 0.78, -3.36)
C (1.84, -2.04, 1.43)
C (0.58, -3.49, -0.13)
C (-3.23, -0.42, 1.37)
C (3.05, 0.09, -0.99)
C (-1.07, 1.72, -5.01)
C (0.81, 2.02, 2.16)
C (1.02, 4.29, 0.89)
C (-4.93, 0.92, -0.13)
C (3.17, -4.38, 2.34)
C (-2.14, 1.19, -4.32)
C (0.21, 1.50, -4.53)
C (-3.54, 0.59, 0.30)
C (1.58, -3.32, 0.84)
C (-4.28, -0.90, 2.31)
C (2.28, -4.47, 1.33)
C (0.64, 2.86, 0.92)
C (-1.89, 0.50, -3.16)
C (4.07, 0.16, -3.13)
C (1.73, 0.49, -2.82)
C (1.78, 2.41, 3.23)
C (2.76, -1.99, 2.52)
C (3.40, -3.12, 2.95)
C (2.82, 0.40, -3.67)
C (0.19, -4.84, -0.64)
C (4.19, 0.02, -1.76)
B (-1.11, -0.58, 3.60)
B (-1.74, 3.33, -1.05)
H (4.09, -3.04, 3.78)
H (-3.84, -1.50, 3.09)
H (-5.01, -1.49, 1.75)
H (-3.16, 1.34, -4.65)
H (5.15, -0.16, -1.29)
H (-2.70, 0.07, -2.58)
H (-1.23, 2.30, -5.91)
H (-4.80, -0.05, 2.77)
H (-5.02, 2.00, -0.28)
H (-0.17, -5.46, 0.19)
H (0.80, 4.73, -0.07)
H (1.62, 3.44, 3.54)
H (-5.15, 0.45, -1.09)
H (3.69, -5.26, 2.70)
H (0.46, 4.83, 1.66)
H (2.08, 4.40, 1.13)
H (2.80, 2.34, 2.84)
H (1.68, 1.75, 4.09)
H (2.09, -5.43, 0.87)
H (3.09, -0.04, 0.08)
H (1.07, -5.33, -1.06)
H (2.68, 0.49, -4.74)
H (-0.58, -4.77, -1.39)
H (1.07, 1.91, -5.04)
H (4.94, 0.07, -3.78)
H (-5.66, 0.58, 0.60)
H (2.90, -1.03, 3.01)

---

No. 2
An isolated ion of composition C4H9NO2 and charge -1. Source: the OMol25 dataset; level of theory: ωB97M-V/def2-TZVPD.

Results
* relative energy (zero: lowest compared OMol25 entry of this formula, charge and spin): 121.4 kcal/mol
* total charge: -1
* strongest force on any atom: 0.12391 hartree/bohr
* energy: -9873.423 eV
* HOMO-LUMO gap (spin up / spin down): 0.1998 / 0.2766 Ha
* expectation value of S²: 0.754
* molar mass: 103.12 Da
* 2S+1: 2

CARTESIAN COORDINATES (ANGSTROEM)
O (1.88, -1.24, -0.30)
O (0.98, -0.51, -2.23)
N (-0.38, -0.65, -0.41)
C (-1.42, -0.04, 0.33)
C (1.03, -0.39, -0.52)
C (-0.42, 1.07, 2.18)
C (-1.36, 1.37, 0.82)
H (-0.42, 2.02, 2.74)
H (1.64, 0.21, -2.23)
H (-0.59, 2.27, 0.24)
H (-0.92, 0.36, 2.83)
H (-2.38, -0.16, -0.27)
H (-0.65, 0.10, -1.28)
H (0.54, 0.49, 2.12)
H (-2.41, 1.54, 0.86)
H (-1.90, -0.40, 1.30)

---

No. 3
A 5-piece molecular cluster, C10H24N2O3 overall. Source: the OMol25 dataset; level of theory: ωB97M-V/def2-TZVPD.

Results
* relative energy (zero: lowest compared OMol25 entry of this formula, charge and spin): 137.0 kcal/mol
* total charge: 0
* SMILES: CC#N.CC#N.CCO.CCO.CCO
* strongest force on any atom: 0.17403 hartree/bohr
* energy: -19875.411 eV
* HOMO-LUMO gap: 0.3788 Ha
* molar mass: 220.31 Da
* 2S+1: 1

CARTESIAN COORDINATES (ANGSTROEM)
O (41.57, 33.18, 69.32)
O (39.12, 29.34, 68.27)
O (41.30, 30.92, 67.54)
N (38.52, 34.21, 64.78)
N (46.89, 29.91, 69.19)
C (38.38, 33.33, 64.07)
C (39.49, 28.00, 68.75)
C (41.51, 30.47, 65.11)
C (38.13, 32.14, 63.16)
C (45.98, 30.39, 68.72)
C (40.46, 33.27, 70.17)
C (40.86, 31.44, 66.29)
C (38.41, 27.43, 69.64)
C (44.86, 31.22, 67.99)
C (39.24, 33.00, 69.14)
H (38.92, 31.45, 63.17)
H (39.77, 31.55, 66.03)
H (42.73, 30.52, 65.33)
H (38.65, 26.62, 70.24)
H (38.53, 27.90, 70.51)
H (38.10, 32.44, 62.22)
H (37.12, 31.82, 63.28)
H (41.29, 30.84, 64.03)
H (39.12, 33.76, 68.31)
H (40.40, 34.07, 70.72)
H (42.16, 33.56, 69.81)
H (39.24, 32.11, 68.76)
H (41.22, 32.49, 66.14)
H (39.65, 27.22, 67.98)
H (39.95, 29.75, 67.92)
H (41.49, 29.31, 65.29)
H (40.39, 32.38, 70.54)
H (37.37, 27.53, 69.44)
H (38.28, 33.15, 69.81)
H (41.21, 31.65, 68.21)
H (44.54, 30.60, 67.27)
H (40.41, 28.11, 69.37)
H (44.00, 31.51, 68.53)
H (45.38, 32.13, 67.55)

---

> The highest strongest force on any atom belongs to which entry?

C10H24N2O3